A cluster of 8 separate species, C32H64BN2O8 in total, computed with ωB97M-V/def2-TZVPD.

## Properties
Frontier orbital gap (eV): 8.310
Charge: +1
HOMO (Eh): -0.3927

Each line ends with the Löwdin charge.
Geometry (Å):
C  3.160  0.249  -1.968  0.023
B  2.603  -0.902  -2.858  -0.403
O  1.373  -0.904  -3.438  0.158
C  3.543  -2.209  -3.066  -0.098
N  3.307  -3.349  -2.409  0.141
C  4.272  -4.279  -2.729  -0.033
C  5.103  -3.695  -3.610  -0.028
N  4.633  -2.412  -3.805  0.147
H  3.473  1.114  -2.554  0.082
H  4.011  -0.105  -1.383  0.066
H  2.388  0.533  -1.251  0.086
H  0.753  -1.252  -2.767  0.093
H  2.537  -3.523  -1.759  0.147
H  4.327  -5.269  -2.316  0.138
H  5.986  -4.084  -4.082  0.132
H  5.033  -1.704  -4.399  0.183
C  3.141  5.666  -1.552  -0.155
C  4.519  5.229  -1.067  -0.160
C  4.167  4.079  -0.137  -0.195
O  2.974  3.479  -0.662  -0.162
C  2.413  4.334  -1.665  -0.204
H  3.159  6.219  -2.490  0.118
H  2.666  6.296  -0.797  0.096
H  5.117  4.862  -1.906  0.114
H  5.074  6.020  -0.569  0.096
H  3.954  4.438  0.875  0.104
H  4.953  3.324  -0.077  0.114
H  2.579  3.875  -2.648  0.110
H  1.337  4.418  -1.502  0.114
C  3.428  -3.166  2.043  -0.151
C  2.321  -4.148  2.421  -0.149
C  1.553  -4.280  1.117  -0.169
O  2.521  -4.091  0.052  -0.193
C  3.747  -3.587  0.619  -0.195
H  4.295  -3.211  2.698  0.120
H  3.042  -2.145  2.057  0.120
H  2.755  -5.110  2.702  0.120
H  1.694  -3.805  3.241  0.121
H  0.796  -3.505  1.023  0.091
H  1.072  -5.252  1.007  0.129
H  4.491  -4.389  0.599  0.125
H  4.114  -2.759  0.010  0.109
C  -0.262  10.277  -0.292  -0.167
C  -0.837  8.944  0.184  -0.167
C  0.248  7.968  -0.252  -0.216
O  1.482  8.684  -0.194  -0.164
C  1.226  10.082  -0.030  -0.202
H  -0.671  11.142  0.225  0.112
H  -0.443  10.401  -1.362  0.114
H  -0.930  8.944  1.272  0.114
H  -1.812  8.708  -0.240  0.112
H  0.092  7.634  -1.284  0.117
H  0.314  7.088  0.391  0.115
H  1.488  10.366  0.995  0.116
H  1.858  10.645  -0.716  0.118
C  -1.917  -4.093  -2.075  -0.148
C  -2.047  -3.570  -0.644  -0.153
C  -1.018  -2.450  -0.634  -0.182
O  -0.951  -1.943  -1.969  -0.170
C  -1.644  -2.822  -2.870  -0.178
H  -2.792  -4.633  -2.431  0.117
H  -1.053  -4.760  -2.140  0.113
H  -3.044  -3.160  -0.482  0.111
H  -1.868  -4.322  0.116  0.101
H  -0.019  -2.813  -0.385  0.078
H  -1.281  -1.650  0.059  0.131
H  -2.564  -2.326  -3.189  0.125
H  -1.028  -3.004  -3.752  0.118
C  5.647  8.101  3.584  -0.167
C  4.337  7.318  3.646  -0.163
C  3.943  7.260  2.175  -0.199
O  5.166  7.250  1.431  -0.160
C  6.260  7.577  2.293  -0.199
H  6.292  7.950  4.448  0.112
H  5.439  9.170  3.497  0.115
H  4.522  6.311  4.028  0.113
H  3.575  7.783  4.268  0.112
H  3.365  8.141  1.879  0.112
H  3.363  6.371  1.925  0.105
H  6.845  6.668  2.473  0.117
H  6.900  8.307  1.798  0.118
C  -4.809  -6.291  3.025  -0.160
C  -5.579  -5.889  1.769  -0.163
C  -4.813  -4.652  1.323  -0.197
O  -3.451  -4.841  1.734  -0.176
C  -3.377  -5.955  2.632  -0.202
H  -4.936  -7.336  3.302  0.115
H  -5.122  -5.674  3.870  0.116
H  -5.502  -6.673  1.015  0.116
H  -6.632  -5.694  1.941  0.097
H  -5.196  -3.749  1.810  0.122
H  -4.846  -4.503  0.243  0.110
H  -2.905  -6.793  2.108  0.117
H  -2.754  -5.684  3.485  0.115
C  -10.373  -5.800  -0.287  -0.167
C  -10.178  -7.094  -1.075  -0.168
C  -8.664  -7.255  -1.033  -0.202
O  -8.228  -6.675  0.200  -0.164
C  -9.300  -5.929  0.785  -0.210
H  -11.372  -5.684  0.128  0.113
H  -10.167  -4.939  -0.927  0.114
H  -10.660  -7.924  -0.554  0.115
H  -10.571  -7.056  -2.089  0.112
H  -8.186  -6.716  -1.859  0.116
H  -8.346  -8.297  -1.070  0.117
H  -9.672  -6.481  1.655  0.120
H  -8.922  -4.963  1.125  0.113

Atoms 1-3, force components in eV/Å:
0.0949 -0.9123 0.2808
0.3054 0.6870 -0.3415
0.6125 -0.6358 0.6026


A cluster of 4 separate species, C32H64NO10 in total, computed with ωB97M-V/def2-TZVPD.

## Properties
Frontier orbital gap (spin up / spin down) (eV): 8.658 / 9.950
HOMO (spin up / spin down) (Eh): -0.2951 / -0.3428
Spin multiplicity: 2

Each line ends with the Löwdin charge.
Geometry (Å):
C  2.682  -2.841  3.468  -0.106
C  2.525  -3.895  2.373  -0.259
C  2.880  -3.322  1.005  -0.241
C  3.013  -4.382  -0.088  -0.198
C  3.088  -3.799  -1.500  -0.198
C  4.464  -3.264  -1.942  -0.195
C  4.529  -1.761  -2.147  -0.212
C  4.496  -0.957  -0.851  -0.218
C  4.672  0.549  -1.060  -0.195
C  3.377  1.345  -1.160  -0.184
C  2.420  1.127  0.022  -0.165
C  1.011  0.652  -0.316  -0.278
C  1.040  -0.555  -1.253  -0.082
C  -0.325  -1.249  -1.468  -0.440
C  -0.239  -2.763  -1.208  -0.022
C  -0.770  -1.044  -2.923  -0.040
N  -1.359  -0.630  -0.594  -0.124
O  -1.993  0.351  -1.118  -0.017
C  -1.033  -0.456  0.846  -0.459
C  -0.988  -1.786  1.596  -0.026
C  -2.151  0.393  1.478  -0.034
C  0.320  0.271  0.994  -0.081
H  2.210  -1.912  3.148  0.054
H  2.224  -3.152  4.404  0.069
H  3.735  -2.650  3.662  0.072
H  3.191  -4.735  2.572  0.109
H  1.497  -4.256  2.361  0.104
H  2.132  -2.580  0.711  0.073
H  3.836  -2.801  1.098  0.108
H  2.165  -5.063  -0.019  0.111
H  3.931  -4.941  0.102  0.113
H  2.334  -3.012  -1.598  0.069
H  2.799  -4.586  -2.196  0.108
H  4.714  -3.734  -2.893  0.104
H  5.243  -3.571  -1.240  0.111
H  5.460  -1.510  -2.659  0.111
H  3.714  -1.436  -2.799  0.115
H  3.572  -1.172  -0.315  0.059
H  5.304  -1.324  -0.213  0.116
H  5.230  0.687  -1.988  0.107
H  5.278  0.961  -0.254  0.109
H  3.667  2.396  -1.158  0.107
H  2.894  1.175  -2.120  0.104
H  2.834  0.415  0.739  0.102
H  2.336  2.072  0.561  0.117
H  0.459  1.458  -0.804  0.153
H  1.769  -1.281  -0.879  0.078
H  1.407  -0.239  -2.227  0.111
H  0.392  -2.995  -0.356  0.045
H  0.136  -3.272  -2.089  0.083
H  -1.239  -3.138  -0.992  0.096
H  -1.813  -1.327  -3.047  0.088
H  -0.180  -1.698  -3.564  0.085
H  -0.617  -0.022  -3.251  0.084
H  -0.867  -1.562  2.654  0.091
H  -0.130  -2.390  1.317  0.048
H  -1.905  -2.358  1.476  0.096
H  -3.115  -0.023  1.194  0.078
H  -2.053  0.314  2.558  0.088
H  -2.084  1.428  1.165  0.084
H  1.013  -0.394  1.516  0.102
H  0.216  1.153  1.625  0.124
C  -2.742  1.062  -6.267  -0.061
C  -2.442  -0.351  -6.715  -0.209
O  -2.026  -0.404  -8.090  0.039
C  -0.763  -0.049  -8.315  -0.615
O  0.051  0.258  -7.483  0.121
O  -0.545  -0.110  -9.629  0.005
C  0.772  0.278  -10.027  -0.040
H  -3.478  1.522  -6.927  0.081
H  -3.138  1.055  -5.251  0.080
H  -1.842  1.675  -6.279  0.076
H  -3.342  -0.962  -6.673  0.123
H  -1.685  -0.819  -6.086  0.112
H  1.524  -0.295  -9.488  0.095
H  0.923  1.341  -9.851  0.098
H  0.838  0.068  -11.090  0.092
C  0.656  6.398  5.845  -0.065
C  -0.249  5.322  5.289  -0.210
O  0.436  4.477  4.350  0.036
C  1.226  3.552  4.887  -0.614
O  1.384  3.341  6.061  0.125
O  1.805  2.878  3.892  -0.003
C  2.709  1.855  4.316  -0.036
H  1.103  6.976  5.035  0.082
H  0.085  7.074  6.481  0.080
H  1.460  5.965  6.439  0.075
H  -1.063  5.763  4.718  0.122
H  -0.680  4.710  6.080  0.123
H  2.230  1.170  5.012  0.097
H  3.594  2.288  4.778  0.099
H  2.996  1.315  3.418  0.081
C  -7.082  0.085  1.493  -0.062
C  -6.255  1.334  1.706  -0.206
O  -6.872  2.233  2.642  0.040
C  -6.734  1.903  3.923  -0.614
O  -6.118  0.964  4.356  0.122
O  -7.385  2.807  4.656  0.004
C  -7.349  2.562  6.063  -0.040
H  -8.096  0.347  1.191  0.081
H  -6.632  -0.530  0.713  0.080
H  -7.141  -0.506  2.406  0.075
H  -6.180  1.901  0.780  0.125
H  -5.246  1.095  2.039  0.108
H  -6.325  2.453  6.412  0.095
H  -7.917  1.665  6.306  0.098
H  -7.810  3.427  6.530  0.092

Atoms 1-3, force components in eV/Å:
-0.0658 -0.2258 -0.1195
0.1337 0.3754 -0.0509
0.2710 -0.3113 0.0829


Number 1: electronic energy -1993.7181 hartree. Number 2: electronic energy -2064.8212 hartree.